(1)
Formula: C31H34N5O3
Source: the Open Molecules 2025 dataset
Level of theory: ωB97M-V with the def2-TZVPD basis set

Structure (XYZ):
```
73
Properties=species:S:1:pos:R:3:forces:R:3:mulliken_charge:R:1
C 5.170245 -2.338682 0.431969 -0.0221 -0.3835 -0.0064 -0.96
N 4.116166 -1.344230 0.434898 0.1365 0.5218 -0.0883 0.30
C 4.414320 -0.015735 0.551093 1.0375 0.1763 0.3810 0.05
O 5.538902 0.454375 0.745231 -1.9060 -0.5886 -0.3786 -0.70
C 3.089756 0.748773 0.423416 0.4590 -0.0485 0.4275 -0.21
C 3.110739 1.723232 -0.759156 0.0247 0.0097 -0.2383 -0.04
C 4.061411 2.875584 -0.530369 -0.1193 0.0048 -0.1159 0.55
C 5.089200 3.128580 -1.442245 0.0169 0.0287 0.4566 -0.38
C 6.039712 4.109187 -1.154566 -0.2053 0.0676 0.1333 -0.59
C 5.934447 4.862362 0.022171 -0.1564 -0.1901 -0.0934 -0.46
C 4.866287 4.646136 0.901480 -0.0986 -0.1262 -0.1849 -0.70
C 3.919172 3.658442 0.618471 0.4833 0.1081 -0.2216 -0.21
N 2.103639 -0.318285 0.274166 1.3562 0.1512 0.3513 0.41
C 0.816168 0.017334 0.123250 -2.0842 -1.6980 -0.8272 -0.38
C -0.176479 -0.825756 -0.345097 2.8137 1.9631 0.3834 0.37
C -1.571195 -0.577864 -0.459313 -4.1502 0.0679 2.4227 -0.31
C -2.500708 -1.666665 -0.713817 -0.9253 -0.9632 0.4066 1.21
C -2.037847 -2.996246 -0.755830 -0.1353 -1.3468 -0.0505 -0.56
C -2.899314 -4.078497 -1.047746 -0.6923 2.3317 0.1191 -0.52
N -2.384118 -5.402679 -1.197165 1.2598 -3.7533 -0.4049 0.95
O -3.171023 -6.315962 -1.536224 1.1927 2.0697 0.6679 -0.59
O -1.171525 -5.635170 -1.001340 -1.9958 1.0756 -0.1767 -0.58
C -4.270881 -3.881936 -1.230023 0.3933 -0.0464 0.0131 -0.50
C -4.758731 -2.584325 -1.112934 0.4356 0.0704 -0.1033 -1.23
C -3.901540 -1.507392 -0.877604 0.1467 -0.0113 0.0366 -0.08
C 2.718236 -1.650398 0.108908 0.2691 -0.1856 -0.2273 0.24
C 2.614001 -2.179888 -1.329818 0.1173 0.0021 -0.1403 -1.52
C 2.171473 -2.710444 1.074158 0.0412 0.1934 0.2065 -1.55
H 6.122946 -1.839021 0.637452 -0.3419 -0.0321 -0.0531 0.38
H 4.987698 -3.094493 1.205378 0.0842 0.1433 -0.1262 0.29
H 5.234843 -2.845629 -0.540179 0.0246 0.1334 0.1862 0.32
H 2.926138 1.300742 1.367890 0.0406 -0.1975 -0.3417 0.34
H 3.396380 1.164139 -1.667156 -0.1609 0.2309 0.2472 0.28
H 2.086480 2.098753 -0.905611 0.1695 -0.0730 -0.0555 0.07
H 5.151382 2.518554 -2.347844 0.1139 0.2277 0.3028 0.33
H 6.865972 4.272485 -1.846740 -0.2071 0.0340 0.2177 0.37
H 6.685605 5.618325 0.253366 -0.2162 -0.2143 -0.0643 0.37
H 4.768275 5.232536 1.815667 0.0987 -0.0977 -0.2752 0.37
H 3.085581 3.462342 1.299035 0.3190 0.1758 -0.1192 0.32
H 0.559709 1.028437 0.405908 0.1891 0.1577 0.1066 0.95
H 0.129278 -1.865110 -0.530551 -0.6290 0.9222 -0.3140 -1.37
H -1.892111 0.446805 0.494853 0.8485 -2.2228 0.1786 0.37
H -1.018338 -3.302556 -0.521041 -0.2779 0.2856 -0.2588 0.55
H -4.907566 -4.733498 -1.454887 0.1104 0.2629 0.0848 0.51
H -5.822794 -2.418828 -1.230337 0.0761 0.1011 0.0339 0.42
H -4.318742 -0.503989 -0.774299 -0.0825 -0.7593 -0.2696 0.52
H 3.106383 -1.498351 -2.035534 -0.1004 -0.1458 0.1746 0.32
H 3.089485 -3.169048 -1.388752 -0.1263 0.3160 -0.0568 0.49
H 1.570670 -2.295429 -1.632754 0.2599 -0.0473 -0.0653 0.40
H 2.348381 -2.408199 2.113792 -0.0748 -0.0524 -0.2256 0.38
H 1.098353 -2.856350 0.925515 0.1672 -0.0645 0.0909 0.24
H 2.674864 -3.670179 0.890878 -0.1794 0.2996 0.0577 0.49
C -6.026823 0.137596 3.265115 0.2340 0.4165 -0.5994 -0.38
C -6.574390 0.858814 2.189945 -0.3580 -0.2985 0.6253 -0.84
C -5.770145 1.294938 1.153540 0.4264 0.2665 -0.4533 -0.42
C -4.385312 1.015037 1.138384 -0.9123 -0.9350 1.2148 0.71
C -3.588459 1.486717 0.029875 1.8903 -1.6126 -0.4239 0.19
N -2.482532 0.808989 -0.539739 1.0213 2.6202 -0.9736 0.16
C -1.740191 1.813973 -1.359906 0.8957 -0.6024 -0.0486 0.11
C -2.637656 3.015872 -1.475629 -0.5428 0.0722 0.1773 -0.71
N -3.714718 2.666051 -0.529903 -0.1651 0.9342 -0.3999 -0.13
C -3.831656 0.280114 2.233724 -0.3044 0.6789 -0.8897 0.03
C -4.649099 -0.103523 3.288643 -0.0472 -0.1923 0.2818 -0.87
H -6.663354 -0.221543 4.074338 0.1980 0.1682 -0.2330 0.42
H -7.649381 1.077488 2.187262 0.5249 -0.1116 -0.1048 0.39
H -6.214378 1.842632 0.310287 0.1296 -0.2803 0.4122 0.35
H -0.775258 2.021424 -0.863064 -0.4595 0.0578 -0.2094 -0.09
H -1.495366 1.323450 -2.298619 -0.1083 0.1389 -0.1351 0.44
H -2.159723 3.945165 -1.176845 -0.0182 -0.0038 0.0859 0.40
H -3.044572 3.137986 -2.468689 -0.1399 0.0387 -0.2829 0.34
H -4.477013 3.306859 -0.331071 0.2828 -0.3213 0.2062 0.28
H -2.764887 0.060654 2.261170 -0.2219 -0.0513 0.0388 0.53
H -4.214468 -0.604979 4.161171 -0.1233 0.1328 -0.4919 0.40
```
Positions in Å, forces in eV/Å.

Values from the calculation:
Total energy ... -46277.9418 eV
E_HOMO ... -9.3703 eV
Charge ... +1
Kohn-Sham gap ... 5.209 eV

(2)
Formula: C33H24Cl3N4O5Rh
Source: the Open Molecules 2025 dataset
Level of theory: ωB97M-V with the def2-TZVPD basis set

Structure (XYZ):
```
70
Properties=species:S:1:pos:R:3:forces:R:3:nbo_charge:R:1
Rh 1.232114 -1.321886 -0.002779 0.4370 0.3115 0.3233 1.57
O 5.235514 -0.503586 -1.068979 -0.3391 -0.1485 -0.2088 -0.60
C 4.042614 -0.781486 -1.008779 0.6622 0.1327 -0.2317 0.60
N 3.377814 -1.106186 0.102121 -1.6279 -0.3843 0.6431 -0.61
C 4.068414 -1.105486 1.361821 0.2264 0.1347 -0.0915 -0.28
C 3.087114 -1.185286 2.499321 0.2021 0.0563 0.2106 0.24
C 3.503314 -1.235686 3.828521 -0.1375 0.0232 -0.1439 -0.24
C 2.550514 -1.263086 4.831221 0.0109 0.0401 -0.2743 -0.14
C 1.205914 -1.222286 4.484721 0.0407 -0.0163 -0.1157 -0.26
C 0.869914 -1.179086 3.143121 -0.3045 0.0240 0.5309 0.09
N 1.793214 -1.166786 2.192821 0.0836 -0.1019 -0.5849 -0.47
C 3.153014 -0.815386 -2.222279 0.1830 0.0659 -0.5723 0.14
C 3.650414 -1.088986 -3.487479 -0.0024 0.1134 0.2371 -0.21
C 2.757614 -1.172486 -4.543979 -0.1811 0.0508 0.0992 -0.14
C 1.413714 -0.911486 -4.317579 0.1710 0.0098 0.0545 -0.24
C 1.000914 -0.608486 -3.029179 -0.2619 0.1300 -0.3844 0.08
N 1.853414 -0.589786 -2.012479 0.1546 -0.2908 0.1560 -0.47
H 4.664814 -0.185086 1.467221 -0.0195 -0.2158 0.0167 0.23
H 4.771714 -1.952086 1.409521 -0.0740 0.1977 0.0612 0.23
H 4.557714 -1.236386 4.060421 0.0863 -0.0405 -0.0105 0.23
H 2.853714 -1.307286 5.866521 -0.0013 0.0153 0.0810 0.23
H 0.439514 -1.224086 5.241921 -0.1261 -0.0095 0.0200 0.23
H -0.157586 -1.152886 2.806021 -0.0251 -0.0001 0.0251 0.23
H 4.710814 -1.245886 -3.615879 0.0427 -0.0094 0.0467 0.25
H 3.101414 -1.439686 -5.532579 0.0457 0.0360 -0.0611 0.23
H 0.696114 -0.945086 -5.123179 -0.0588 0.0210 0.0054 0.23
H -0.027086 -0.346386 -2.806979 0.0337 -0.0576 0.0788 0.24
Cl -3.074586 -8.674286 -1.317379 -0.0739 -0.1503 0.0068 0.01
C -2.142286 -7.256086 -0.991179 0.1349 0.1659 -0.0172 0.00
C -1.245086 -6.804286 -1.949079 -0.0765 -0.0763 0.0041 -0.24
C -0.521686 -5.654586 -1.701579 0.0079 0.1231 0.1984 -0.15
C -0.699886 -4.961386 -0.507779 -0.0186 -0.0310 -0.0254 -0.19
C -1.592486 -5.433286 0.450321 0.1516 0.0998 -0.1153 -0.10
C -2.312486 -6.588186 0.213121 -0.0570 -0.1181 -0.0743 -0.26
C 0.047314 -3.695086 -0.286079 -0.2446 -0.4984 0.0108 0.77
O 0.927914 -3.345086 -1.112079 0.3653 0.8286 -0.1254 -0.70
O -0.218186 -2.980186 0.713721 0.2272 0.7892 0.2939 -0.71
H -1.126386 -7.344986 -2.875679 -0.0144 -0.0499 -0.0390 0.23
H 0.184814 -5.268786 -2.421879 0.0045 -0.0260 -0.0614 0.24
H -1.713686 -4.885586 1.373321 -0.0210 0.0312 0.0278 0.23
H -3.008286 -6.973086 0.942521 -0.0537 -0.0079 0.0483 0.23
Cl -2.012986 5.740014 -2.908279 0.0904 0.1711 -0.1964 0.02
C -3.222486 4.805114 -2.109979 -0.1806 -0.1557 0.2352 -0.04
C -4.512986 4.785714 -2.604179 0.0207 -0.0448 0.0335 -0.23
C -5.474286 4.021114 -1.964179 0.1026 0.0174 0.0034 -0.21
C -5.133986 3.266414 -0.855779 -0.0091 0.0545 0.0769 -0.26
C -3.838386 3.287914 -0.365879 0.0080 0.1148 -0.2829 0.04
Cl -3.432986 2.246914 0.950921 -0.1418 -0.2330 -0.0163 0.02
C -2.851786 4.080614 -0.969379 -0.0907 -0.0412 -0.0321 0.07
N -1.529086 4.122114 -0.545779 0.2017 -0.0550 -0.6629 -0.64
C -1.132986 4.147514 0.767721 0.4506 0.2777 0.8659 0.27
C -1.921086 4.800114 1.723921 0.2496 -0.0484 -0.2003 -0.27
C -1.542186 4.826514 3.047221 0.1874 -0.1393 0.0578 -0.20
C -0.370786 4.194114 3.445921 -0.1656 0.0959 0.2430 -0.26
C 0.429114 3.577414 2.504821 -0.0749 0.1542 -0.2095 -0.18
C 0.097014 3.575314 1.155221 -0.5414 0.2681 0.3765 -0.10
C 0.975314 2.905814 0.162221 -0.3340 -1.0610 -0.6503 -0.52
C 0.226114 1.633314 -0.401279 0.8046 2.8421 -0.5915 0.82
O -0.379186 1.756014 -1.455579 -0.1744 -0.7384 -0.4691 -0.69
O 0.322214 0.647114 0.361821 0.3201 -2.9411 1.0292 -0.77
H -4.758286 5.368614 -3.476879 0.0011 0.0622 -0.0997 0.23
H -6.484786 4.002514 -2.340879 -0.0957 -0.0128 -0.0277 0.22
H -5.864686 2.637214 -0.374179 -0.0724 -0.0645 0.0799 0.23
H -0.870686 3.737114 -1.218579 -0.2183 0.0015 0.1731 0.44
H -2.836486 5.274414 1.404821 -0.1198 0.0751 -0.0234 0.21
H -2.157986 5.334214 3.773221 -0.0917 0.0487 0.0793 0.21
H -0.083486 4.192214 4.486221 0.0406 0.0055 0.1082 0.21
H 1.340814 3.089314 2.814721 0.1700 -0.0495 0.0123 0.20
H 1.895814 2.557514 0.626721 0.0575 0.1401 0.0575 0.22
H 1.213514 3.544914 -0.688179 0.0529 0.0885 -0.0123 0.22
```
Positions in Å, forces in eV/Å.

Values from the calculation:
Total energy ... -91384.1292 eV
E_HOMO (alpha / beta) ... -7.2079 / -7.2012 eV
<S²> ... 6.0124
Multiplicity ... 5
Kohn-Sham gap (alpha / beta) ... 7.154 / 4.545 eV

(3)
Formula: C7H12O
Source: the Open Molecules 2025 dataset
Level of theory: ωB97M-V with the def2-TZVPD basis set

Structure (XYZ):
```
20
Properties=species:S:1:pos:R:3:forces:R:3:nbo_charge:R:1
C 0.667108 0.290655 -2.921564 0.5062 0.1171 -0.1464 -0.65
C 0.306723 0.696958 -1.524043 0.6836 -2.4493 -0.5009 -0.16
C -0.024948 -0.225555 -0.570300 -0.6272 3.2461 -2.4899 -0.12
C 0.061046 -1.705934 -0.547150 -0.2918 -0.2589 -0.2384 -0.65
C -0.744250 0.583156 0.405802 -0.6456 -0.9354 3.6490 0.61
O -1.919658 0.938267 0.356696 2.0153 -0.3638 -0.2083 -0.54
C 0.140686 0.767756 1.695446 -0.8975 0.8077 -0.6231 -0.51
C -0.576968 0.212144 2.907702 -0.1892 0.0276 0.4436 -0.60
H 1.752740 0.192044 -3.020056 0.0002 -0.0450 -0.2379 0.22
H 0.338465 1.057669 -3.629298 0.0851 -0.0816 0.0633 0.22
H 0.200115 -0.652178 -3.219339 0.1017 0.0687 0.1425 0.21
H 0.435996 1.760582 -1.331113 -0.7840 -0.1327 0.3231 0.21
H -0.350082 -2.107106 0.384337 0.1136 0.0563 -0.1263 0.23
H 1.098343 -2.038012 -0.650791 -0.1530 0.0092 -0.0084 0.23
H -0.524949 -2.129314 -1.370482 0.1270 -0.0866 0.0744 0.24
H 0.287191 1.848661 1.779615 0.0908 0.0142 0.2577 0.22
H 1.127519 0.307845 1.594520 -0.1883 0.0225 -0.2966 0.21
H -0.692081 -0.873711 2.835485 0.0139 0.0860 0.0029 0.20
H -0.007819 0.428266 3.817256 -0.1193 -0.0609 -0.0582 0.21
H -1.575178 0.647808 3.007279 0.1586 -0.0413 -0.0220 0.22
```
Positions in Å, forces in eV/Å.

Values from the calculation:
Total energy ... -9499.5789 eV
E_HOMO ... -8.8029 eV
Kohn-Sham gap ... 9.627 eV

Energy above the lowest of the compared OMol25 structures with the same formula, charge and spin (kJ/mol)
525.5 47.5 119.6